ORCA calculation (ωB97M-V with the def2-TZVPD basis set) on C54H47NO2P2Pd as an isolated structure.

XYZ file:
```
107
Properties=species:S:1:pos:R:3
C -0.143 -6.088 2.741
C -1.430 -6.692 3.271
O -2.425 -5.658 3.201
C -1.800 -4.489 2.789
O -2.448 -3.452 2.699
N -0.477 -4.710 2.549
H 0.689 -6.235 3.443
H 0.127 -6.548 1.773
H -1.752 -7.545 2.661
H -1.298 -7.006 4.317
C -4.899 -0.964 -0.319
C -3.893 -1.847 -0.732
C -2.649 -1.827 -0.105
C -2.374 -0.909 0.930
C -0.997 -0.810 1.495
C -0.777 -0.162 2.785
C 0.195 -0.451 3.714
C 1.355 -1.290 3.529
C 2.665 -0.863 3.846
C 3.747 -1.717 3.676
C 3.568 -3.023 3.206
C 2.282 -3.444 2.849
C 1.200 -2.591 3.024
Pd -0.153 0.503 0.047
P -0.956 2.518 -0.556
C -2.083 3.121 0.735
C -3.474 3.115 0.554
C -4.305 3.577 1.574
C -3.757 4.042 2.774
C -2.371 4.032 2.961
C -1.533 3.561 1.950
C 0.173 3.916 -0.801
C -0.270 5.237 -0.607
C 0.604 6.304 -0.826
C 1.918 6.061 -1.234
C 2.363 4.750 -1.421
C 1.499 3.679 -1.197
C -1.957 2.379 -2.066
C -2.149 3.488 -2.905
C -2.996 3.383 -4.009
C -3.619 2.166 -4.305
C -3.387 1.047 -3.501
C -2.558 1.152 -2.386
P 1.581 -0.336 -1.109
C 1.089 -2.032 -1.481
C 0.606 -2.404 -2.748
C 0.023 -3.663 -2.923
C -0.093 -4.545 -1.843
C 0.381 -4.170 -0.580
C 1.015 -2.943 -0.412
C 1.961 0.510 -2.660
C 3.268 0.940 -2.961
C 3.487 1.779 -4.054
C 2.417 2.188 -4.855
C 1.121 1.741 -4.577
C 0.898 0.886 -3.499
C 3.131 -0.468 -0.194
C 3.952 -1.603 -0.321
C 5.216 -1.613 0.266
C 5.666 -0.499 0.982
C 4.838 0.615 1.140
C 3.561 0.624 0.579
C -3.433 -0.110 1.411
C -4.670 -0.115 0.766
H -5.868 -0.963 -0.822
H -4.083 -2.563 -1.530
H -1.859 -2.517 -0.406
H -0.381 -1.690 1.283
H -1.472 0.645 3.035
H 0.215 0.178 4.615
H 2.813 0.158 4.204
H 4.758 -1.364 3.886
H 4.412 -3.703 3.082
H 2.120 -4.432 2.423
H 0.178 -2.942 2.848
H -3.899 2.747 -0.380
H -5.386 3.567 1.428
H -4.414 4.406 3.566
H -1.938 4.392 3.896
H -0.452 3.539 2.095
H -1.291 5.430 -0.277
H 0.251 7.322 -0.675
H 2.598 6.898 -1.403
H 3.388 4.555 -1.742
H 1.841 2.650 -1.336
H -1.639 4.426 -2.688
H -3.167 4.256 -4.637
H -4.283 2.089 -5.168
H -3.854 0.089 -3.736
H -2.371 0.276 -1.758
H 0.701 -1.712 -3.584
H -0.348 -3.948 -3.908
H -0.553 -5.526 -1.977
H 0.249 -4.822 0.288
H 1.427 -2.677 0.564
H 4.103 0.620 -2.336
H 4.500 2.122 -4.271
H 2.593 2.860 -5.696
H 0.279 2.062 -5.194
H -0.115 0.535 -3.289
H 3.610 -2.468 -0.891
H 5.849 -2.496 0.164
H 6.665 -0.507 1.425
H 5.187 1.478 1.709
H 2.895 1.474 0.739
H -3.263 0.531 2.276
H -5.465 0.536 1.127
```

Values from the calculation:
**Lowest unoccupied orbital energy**: -2.0 eV
**Calculated total energy**: -84401.688 eV
**Gap between HOMO and LUMO**: 0.153 Eh
**HOMO**: -6.21 eV

Here are the Löwdin charges for atoms 1 to 8, given in e: atom 1 (C): -0.272, atom 2 (C): -0.178, atom 3 (O): -0.028, atom 4 (C): -0.621, atom 5 (O): 0.006, atom 6 (N): -0.025, atom 7 (H): 0.096, atom 8 (H): 0.090